Molecular formula: C14H34MnO18S4
Method: DFT, the ωB97M-V functional and the def2-TZVPD basis

Values from the calculation:
Energy relative to the best compared isomer or geometry (same formula, charge and spin) (kJ/mol): 242.5
LUMO energy (alpha / beta) (eV): 0.3 / 0.3
2S+1: 6
HOMO level (alpha / beta) (eV): -8.277 / -9.193
Total energy (eV): -126585.57598

Each line ends with the Löwdin spin population.
Positions of all 71 atoms, in Å:
Mn (-1.759, 9.533, 1.141)  4.717
O (-1.171, 12.610, 3.459)  0.004
C (-1.509, 11.629, 2.664)  0.012
O (-1.906, 10.568, 3.098)  0.036
O (-1.357, 11.624, 1.421)  0.035
H (-0.782, 13.225, 2.832)  0.001
O (-2.152, 5.605, 1.194)  0.004
C (-2.016, 6.915, 1.162)  0.010
O (-2.356, 7.581, 0.203)  0.029
O (-1.642, 7.576, 2.139)  0.036
H (-2.651, 5.583, 0.374)  0.000
O (1.008, 9.882, -2.744)  0.003
S (1.141, 9.612, -1.273)  0.006
O (-0.093, 9.453, -0.432)  0.025
O (2.053, 8.217, -0.953)  0.001
C (3.236, 8.028, -1.659)  0.000
C (4.346, 7.795, -0.569)  0.000
C (2.304, 10.755, -0.424)  0.001
H (3.503, 8.875, -2.291)  0.000
H (3.277, 7.194, -2.360)  0.000
H (4.528, 8.682, 0.038)  0.000
H (5.323, 7.490, -0.943)  0.000
H (3.980, 6.997, 0.077)  0.000
H (1.695, 11.656, -0.360)  0.000
H (3.188, 10.841, -1.056)  0.000
H (2.459, 10.443, 0.609)  0.000
O (-2.754, 10.301, -0.649)  0.028
S (-3.349, 10.549, -1.985)  0.006
O (-4.779, 10.460, -2.189)  0.003
O (-2.853, 12.084, -2.491)  0.003
C (-1.522, 12.505, -2.395)  0.000
C (-1.598, 13.929, -1.988)  0.000
C (-2.529, 9.562, -3.345)  0.001
H (-0.915, 12.325, -3.282)  0.000
H (-1.034, 12.004, -1.558)  0.000
H (-2.132, 14.550, -2.706)  0.000
H (-0.582, 14.324, -1.999)  0.000
H (-2.071, 13.980, -1.007)  0.000
H (-1.460, 9.697, -3.178)  0.000
H (-2.922, 10.117, -4.197)  0.000
H (-2.820, 8.517, -3.239)  0.000
O (-4.319, 9.654, 1.480)  0.016
S (-5.691, 9.928, 1.939)  0.002
O (-6.629, 10.567, 1.037)  0.001
O (-6.390, 8.493, 2.424)  0.001
C (-5.537, 7.459, 2.988)  0.000
C (-5.617, 6.181, 2.233)  0.000
C (-5.581, 10.835, 3.500)  0.000
H (-5.884, 7.215, 3.992)  0.000
H (-4.510, 7.814, 3.065)  0.000
H (-5.185, 6.242, 1.233)  0.000
H (-6.644, 5.868, 2.045)  0.000
H (-5.162, 5.378, 2.812)  0.000
H (-5.099, 11.796, 3.322)  0.000
H (-4.994, 10.238, 4.198)  0.000
H (-6.574, 10.977, 3.926)  0.000
O (2.889, 9.987, 3.076)  0.001
S (1.807, 8.992, 3.070)  0.001
O (0.727, 9.096, 2.080)  0.012
O (2.505, 7.493, 2.967)  0.001
C (1.663, 6.374, 3.172)  0.000
C (2.302, 5.251, 2.356)  0.000
C (1.108, 8.937, 4.760)  0.000
H (0.649, 6.537, 2.806)  0.000
H (1.657, 6.140, 4.236)  0.000
H (3.372, 5.351, 2.541)  0.000
H (2.208, 5.497, 1.299)  0.000
H (1.849, 4.297, 2.626)  0.000
H (0.467, 9.818, 4.733)  0.000
H (1.912, 8.900, 5.495)  0.000
H (0.483, 8.059, 4.919)  0.000

Cartesian forces, eV/Å:
-0.36 -0.46 0.46
0.28 1.27 0.20
0.08 -2.23 -1.78
-1.48 -2.60 3.60
1.21 2.79 -2.13
0.24 0.79 0.13
-0.13 -0.57 -0.26
0.33 2.17 2.31
-1.39 0.34 -4.53
1.50 -0.45 3.12
-0.32 -1.38 -0.64
0.49 -0.72 3.95
-0.90 -1.19 0.59
3.47 0.34 -2.94
-2.95 1.31 -0.55
3.19 0.14 0.18
-0.61 0.02 -0.44
-1.64 0.04 -0.72
-0.15 0.34 0.10
-0.86 -0.32 0.23
-0.29 0.06 0.03
-0.18 -0.06 -0.44
0.07 0.06 0.14
0.35 0.36 -0.25
-0.11 0.12 0.24
0.11 -0.48 -0.30
-1.32 0.85 -3.25
1.12 0.01 0.28
1.82 0.55 0.45
-2.33 -2.56 0.08
0.92 -0.29 1.16
0.44 1.04 -0.39
-0.50 1.18 1.84
-0.38 -0.09 -0.35
0.08 -0.45 0.02
-0.29 -0.14 0.02
0.09 0.15 0.48
0.18 0.25 -0.05
-0.01 -0.06 -0.26
0.20 -0.52 -0.21
-0.13 0.23 -0.13
-2.27 0.25 0.92
0.69 -0.79 -0.64
1.03 -0.97 1.39
0.78 1.51 -0.55
0.25 0.19 0.59
-0.41 -0.60 -1.13
-0.19 -0.44 -0.17
-0.23 0.61 0.18
0.03 0.07 -0.12
0.37 0.05 0.10
-0.23 0.17 0.27
0.27 0.09 -0.09
0.01 -0.18 -0.18
0.17 0.02 -0.21
-0.05 -0.03 -0.32
-1.59 -1.88 -0.43
-0.03 -0.31 0.33
2.09 -0.10 1.66
-0.05 2.93 -0.22
-0.44 -1.23 -0.51
0.10 1.05 0.24
-0.05 -0.13 -1.13
-0.13 0.35 0.17
-0.08 -0.06 0.05
0.10 -0.76 0.26
-0.40 -0.29 -0.06
0.35 -0.04 -0.21
0.13 0.10 0.54
0.02 0.52 -0.25
-0.07 0.05 -0.47